13
Properties=species:S:1:pos:R:3:mulliken_charge:R:1 method="wB97M-V/def2-TZVPD" e_lumo_ev=0.9 charge=0 mol_weight_g_mol=81.1 gap_ev=8.73 smiles=Cc1ccc[nH]1 relative_energy_kj_mol=289.1 energy_ev=-6785.5159 multiplicity=1
C -0.114 0.910 -1.772 -1.24
C -0.149 0.303 -0.396 0.48
C -1.038 0.501 0.691 -0.41
C -0.397 -0.258 1.765 -0.42
C 0.702 -0.919 1.301 -0.53
N 0.852 -0.525 -0.006 -0.02
H 0.807 1.491 -1.944 0.31
H -0.169 0.151 -2.562 0.31
H -0.952 1.597 -1.892 0.30
H -1.666 -0.459 0.912 0.14
H -0.823 -0.284 2.761 0.44
H 1.350 -1.657 1.744 0.41
H 1.598 -0.852 -0.602 0.23